Formula: C14H10
Source: the Open Molecules 2025 dataset
Level of theory: ωB97M-V/def2-TZVPD

## Properties
Charge ... 0
Gap between HOMO and LUMO ... 0.33499 Ha
Energy relative to the best compared isomer or geometry (same formula, charge and spin) ... 633.0 kJ/mol
E_tot ... -539.1729 hartree

Atoms and positions in Å:
C (2.2173, -0.6142, -1.1041)
C (1.3162, -1.5632, -1.3034)
C (0.2144, -1.3975, -2.2780)
C (-0.9337, -1.0833, -1.6896)
C (-0.7992, -0.9986, -0.2142)
C (-0.6877, 0.1713, 0.3676)
C (-0.9726, 1.6022, 0.1723)
C (-2.1306, 2.0153, 1.0640)
C (-1.7098, 1.4442, 2.1793)
C (-0.4162, 0.8566, 1.6334)
C (0.7544, 1.8058, 1.4248)
C (0.3282, 2.3769, 0.3119)
C (-0.1708, -2.2078, 0.3730)
C (0.9696, -2.5218, -0.2285)
H (2.9075, -0.6549, -0.2781)
H (2.3568, 0.1901, -1.8054)
H (0.3752, -1.4840, -3.3384)
H (-1.8664, -0.8573, -2.1760)
H (-2.9927, 2.5883, 0.7782)
H (-2.0881, 1.3534, 3.1795)
H (1.6261, 1.9000, 2.0455)
H (0.6965, 3.1310, -0.3554)
H (-0.6127, -2.7094, 1.2147)
H (1.6182, -3.3431, 0.0269)